# C60H155N11O19

A cluster of 12 separate species, C60H155N11O19 in total (the ωB97M-V functional and the def2-TZVPD basis, the OMol25 dataset).

Last column: Mulliken charge in e.
Geometry (Å):
C  -19.65697  -17.96729  21.37018  0.17
O  -20.84781  -18.12636  20.63910  -0.40
C  -20.65553  -17.89961  19.25738  -0.15
C  -21.96201  -18.08530  18.53304  0.52
C  -23.09231  -17.34076  19.22328  -1.34
N  -22.26476  -19.55965  18.38007  -0.83
H  -19.20234  -16.98315  21.20911  -0.11
H  -18.95319  -18.77758  21.13382  0.44
H  -19.86154  -18.08672  22.43536  -0.36
H  -20.38428  -16.83289  19.15493  -0.13
H  -19.78496  -18.42651  18.84746  0.44
H  -21.88067  -17.77251  17.48978  0.07
H  -23.15325  -17.69624  20.24977  0.38
H  -24.04834  -17.45198  18.71138  0.41
H  -22.89522  -16.26358  19.21887  0.26
H  -23.20152  -19.72507  18.75202  0.30
H  -21.74018  -20.00086  19.14104  0.35
C  -10.56211  -20.01960  13.56121  -0.78
O  -11.54077  -19.17623  14.11210  -0.23
C  -12.06785  -18.25825  13.20869  -0.88
C  -13.06392  -17.34449  13.89382  0.88
C  -14.20277  -18.06630  14.60117  -0.84
N  -13.55148  -16.24934  13.03646  -0.49
H  -11.03404  -20.70426  12.84255  0.32
H  -10.08239  -20.59554  14.34558  0.23
H  -9.80719  -19.44323  13.01057  0.30
H  -11.28168  -17.61926  12.77144  0.38
H  -12.59972  -18.74576  12.36947  0.37
H  -12.47771  -16.88235  14.71195  0.03
H  -14.90520  -17.33617  15.00788  -0.10
H  -13.79714  -18.60510  15.45865  0.32
H  -14.72479  -18.76135  13.94227  0.41
H  -13.78842  -15.52728  13.70974  -0.01
H  -12.77436  -15.83568  12.52616  0.23
C  -16.55381  -14.81343  13.12377  -0.74
O  -17.40813  -15.71823  13.72610  -0.46
C  -17.76877  -15.32954  15.04350  0.43
C  -19.10724  -15.97194  15.41552  0.04
C  -19.54191  -15.58216  16.81010  0.09
N  -18.95543  -17.44238  15.38538  -0.77
H  -16.13961  -15.23896  12.20699  0.37
H  -15.66582  -14.58325  13.73003  0.10
H  -16.94682  -13.84175  12.78500  0.36
H  -16.98851  -15.75973  15.68858  -0.32
H  -17.81972  -14.24256  15.17104  -0.13
H  -19.81463  -15.68581  14.63317  0.42
H  -19.59322  -14.49056  16.91833  -0.14
H  -18.77310  -15.88341  17.51949  -0.45
H  -20.55299  -15.93696  16.98535  0.37
H  -18.40906  -17.67457  14.55648  0.39
H  -18.32163  -17.73301  16.12900  0.20
C  -14.43165  -16.98775  23.29290  -0.07
O  -14.95004  -18.20736  22.82457  -0.27
C  -13.92955  -19.04056  22.30548  -1.04
C  -13.29267  -18.48331  21.04790  1.20
C  -14.23569  -18.46914  19.84716  -1.47
N  -12.08222  -19.24877  20.69063  -0.77
H  -14.21940  -16.23320  22.52367  0.16
H  -13.48178  -17.13463  23.81962  0.40
H  -15.19844  -16.52690  23.91534  -0.37
H  -13.12531  -19.18894  23.04357  0.35
H  -14.33755  -20.03204  22.10419  0.33
H  -13.02796  -17.42545  21.13768  0.06
H  -14.46976  -19.45774  19.43412  0.39
H  -13.80619  -17.86849  19.04553  0.27
H  -15.22976  -18.06404  20.05650  0.29
H  -12.03363  -19.42922  19.69487  0.28
H  -11.26214  -18.67531  20.85848  0.26
C  -27.60332  -10.49741  22.16096  -0.72
O  -26.46019  -11.26254  22.41772  -0.32
C  -25.47790  -10.49310  23.07211  -0.16
C  -24.30435  -11.37873  23.42455  -0.58
N  -23.14483  -10.59886  23.83632  -0.20
C  -22.05048  -11.47292  24.23163  -1.43
C  -21.42856  -12.28409  23.09995  0.42
O  -22.15461  -13.52799  23.00994  -0.42
C  -21.80961  -14.26943  21.86961  -0.75
H  -28.14113  -10.27633  23.09441  0.30
H  -28.33567  -11.03884  21.55851  0.26
H  -27.37554  -9.57533  21.61333  0.27
H  -25.88951  -10.05829  23.99243  0.35
H  -25.09650  -9.70873  22.41216  0.12
H  -24.10462  -12.03540  22.56207  0.12
H  -24.52908  -12.10690  24.20875  0.37
H  -22.84803  -9.98427  23.08429  0.18
H  -22.33851  -12.19015  25.00360  0.48
H  -21.29878  -10.86108  24.73993  0.25
H  -20.44249  -12.56999  23.51266  -0.07
H  -21.34001  -11.88888  22.08723  0.52
H  -21.72299  -13.68490  20.94661  0.33
H  -22.62136  -14.97832  21.68613  0.20
H  -20.90044  -14.85542  22.05198  0.37
C  -12.37742  -14.55974  28.89423  -0.94
O  -12.35072  -13.41713  28.04219  0.09
C  -12.54786  -12.23204  28.75494  -0.91
C  -14.02313  -11.94422  29.00834  0.00
N  -14.21720  -10.64895  29.57912  -0.26
C  -15.57427  -10.30616  29.96829  -0.92
C  -16.59000  -10.19748  28.82791  -0.38
O  -17.02445  -11.46971  28.40937  -0.33
C  -17.96136  -11.38972  27.34695  -0.81
H  -11.74367  -14.35857  29.75879  0.38
H  -12.01133  -15.42623  28.34800  0.24
H  -13.41712  -14.76186  29.16170  0.31
H  -12.18233  -11.39568  28.14075  0.25
H  -11.95718  -12.15554  29.67723  0.46
H  -14.40985  -12.72001  29.67786  0.14
H  -14.55873  -12.07993  28.05801  0.05
H  -13.74436  -9.89536  29.10363  0.27
H  -15.53277  -9.33036  30.45339  0.44
H  -15.94312  -11.07747  30.64923  0.28
H  -16.13080  -9.65045  27.98765  0.30
H  -17.41666  -9.55790  29.17938  0.47
H  -17.73723  -10.56415  26.66286  0.29
H  -18.96243  -11.17273  27.74612  0.39
H  -17.98089  -12.35719  26.85326  0.28
C  -10.50533  -16.01046  24.10255  -0.78
O  -10.91616  -14.66111  24.01150  -0.41
C  -11.19328  -14.12252  25.30178  -0.03
C  -11.63439  -12.69892  25.10706  -0.77
N  -10.68582  -11.70004  24.57187  -0.41
C  -9.66464  -11.31747  25.59814  -0.31
C  -8.25499  -11.46934  25.08196  -0.58
O  -7.95931  -10.42627  24.18927  -0.33
C  -6.96537  -10.75873  23.25159  -0.72
H  -11.26512  -16.65009  24.55394  0.29
H  -9.49661  -16.08698  24.52103  0.35
H  -10.37727  -16.34829  23.06651  0.23
H  -10.25971  -14.13086  25.88469  0.37
H  -11.96334  -14.70507  25.81328  0.36
H  -12.08433  -12.24259  25.98644  0.15
H  -12.45215  -12.65798  24.37417  0.14
H  -10.15325  -12.19887  23.86071  0.26
H  -9.81650  -11.86003  26.53329  0.14
H  -9.81018  -10.24720  25.77581  0.39
H  -8.12203  -12.47263  24.65355  0.40
H  -7.58871  -11.45404  25.96120  0.31
H  -6.27104  -11.54285  23.54837  0.34
H  -6.44281  -9.84763  22.94887  0.27
H  -7.42871  -11.05773  22.29498  0.26
C  -18.62675  -9.76891  23.51485  -0.01
O  -19.45869  -8.81194  22.93172  -0.43
C  -19.58030  -8.91480  21.53188  0.19
C  -20.34881  -7.73407  21.04335  -1.21
N  -21.70805  -7.65054  21.58438  -0.21
C  -22.36039  -6.44507  21.06981  -0.84
C  -23.58910  -6.09520  21.84947  -0.32
O  -23.20364  -5.44647  23.02872  -0.30
C  -24.26568  -4.99352  23.81743  -0.75
H  -18.30506  -10.62058  22.89872  -0.23
H  -19.02756  -10.25695  24.40428  -0.06
H  -17.65487  -9.30038  23.72734  0.48
H  -20.04000  -9.87885  21.26830  -0.04
H  -18.60161  -8.92819  21.02536  0.43
H  -20.43279  -7.64838  19.95562  0.47
H  -19.78938  -6.81609  21.29929  0.41
H  -21.60564  -7.52211  22.59003  0.26
H  -22.65231  -6.62074  20.02513  0.40
H  -21.68340  -5.58072  20.99421  0.39
H  -24.23103  -6.96563  22.01128  0.10
H  -24.25270  -5.44845  21.24687  0.50
H  -24.90560  -4.28155  23.26904  0.30
H  -23.84128  -4.35440  24.59298  0.25
H  -24.86953  -5.80617  24.22585  0.28
C  -15.59225  -13.64084  24.62921  -0.89
O  -15.72119  -13.66625  23.23218  -0.20
C  -16.88067  -13.00760  22.75780  -1.18
C  -17.06056  -13.27061  21.27395  0.01
N  -17.16632  -14.68046  20.99994  0.67
C  -17.41841  -15.02069  19.61036  -2.02
C  -16.37197  -14.64825  18.57223  0.66
O  -15.82197  -15.87784  18.08688  -0.18
C  -14.67726  -15.70395  17.28887  0.11
H  -14.65278  -14.12836  24.88970  0.04
H  -16.37712  -14.29869  25.02830  0.26
H  -15.61783  -12.62889  25.04153  0.54
H  -16.66145  -11.93305  22.82918  0.54
H  -17.76523  -13.33486  23.31593  0.32
H  -16.25223  -12.76021  20.72631  -0.06
H  -18.02643  -12.79724  21.05254  0.39
H  -16.42114  -15.22830  21.40989  0.04
H  -18.34302  -14.47741  19.36923  -0.02
H  -17.71032  -16.06946  19.57143  0.42
H  -15.55266  -14.00739  18.91355  0.75
H  -16.83760  -14.16610  17.70040  -0.24
H  -14.05102  -16.59274  17.21252  -0.02
H  -14.04109  -14.93216  17.74129  0.44
H  -14.99279  -15.43363  16.27324  -0.51
C  -12.08578  -9.51326  17.98567  -0.63
O  -13.43752  -9.30296  17.70245  -0.46
C  -14.26094  -10.30986  18.21114  -0.65
C  -14.17907  -11.63294  17.44420  0.38
N  -14.06573  -11.41275  16.00142  -0.20
C  -13.52515  -12.56570  15.32692  0.16
C  -13.46526  -12.35031  13.83985  -0.75
O  -12.95603  -13.52640  13.22469  -0.12
C  -12.44421  -13.27860  11.95422  -1.00
H  -11.93471  -9.75233  19.04458  0.31
H  -11.47959  -8.64725  17.72619  0.27
H  -11.66081  -10.33654  17.38760  0.21
H  -15.29404  -9.96222  18.16934  0.26
H  -14.04921  -10.49480  19.27326  0.39
H  -15.10202  -12.13031  17.74081  -0.58
H  -13.25153  -12.17962  17.68263  0.54
H  -13.46741  -10.61059  15.83915  0.32
H  -14.20717  -13.41394  15.46968  -0.51
H  -12.55795  -12.89962  15.73868  0.29
H  -12.82929  -11.49495  13.57378  0.56
H  -14.45369  -12.18359  13.39721  0.27
H  -11.87678  -14.13544  11.58933  0.29
H  -11.75396  -12.42441  11.94346  0.36
H  -13.22311  -13.07081  11.20613  0.35
C  -23.63851  -21.26208  25.31625  -0.63
O  -23.50519  -20.71445  26.60592  -0.38
C  -23.20740  -19.32418  26.62043  -0.63
C  -21.74196  -19.02436  26.85959  -0.50
N  -21.02610  -18.85235  25.59616  -0.07
C  -19.76223  -18.15286  25.70350  -0.10
C  -18.66008  -18.93701  26.40608  -0.37
O  -17.78858  -18.11719  27.14477  -0.47
C  -16.95751  -17.33473  26.30262  -0.51
H  -24.55995  -20.93734  24.81645  0.28
H  -23.68267  -22.34522  25.42320  0.26
H  -22.78753  -21.01319  24.67335  0.26
H  -23.87290  -18.89676  27.37358  0.36
H  -23.52274  -18.83490  25.68524  0.35
H  -21.30309  -19.86474  27.39639  0.26
H  -21.71860  -18.12331  27.49541  0.35
H  -21.62162  -18.40114  24.91664  0.23
H  -19.84804  -17.14126  26.14876  0.28
H  -19.48854  -17.86318  24.67985  -0.23
H  -18.09590  -19.52408  25.67053  0.23
H  -19.12260  -19.63339  27.10425  0.35
H  -16.72817  -16.38663  26.78622  0.25
H  -17.42481  -17.11164  25.33819  0.19
H  -16.04405  -17.90287  26.09079  0.34
C  -19.59643  -11.90727  15.79841  -1.09
C  -18.77689  -11.43945  16.99706  -0.24
O  -17.37930  -11.60599  16.85064  -0.32
H  -19.69690  -11.09333  15.08012  0.44
H  -20.58766  -12.17019  16.17757  0.32
H  -19.21859  -12.78917  15.28836  0.17
H  -19.12959  -11.89753  17.92313  0.15
H  -18.99708  -10.37534  17.16648  0.44
H  -17.07537  -11.06051  16.11747  0.20

Calculated values
* molecular weight: 1334.96 Da
* total charge: 0
* SMILES: COC[C@H](C)N.COC[C@H](C)N.COC[C@H](C)N.COC[C@H](C)N.COCCNCCOC.COCCNCCOC.COCCNCCOC.COCCNCCOC.COCCNCCOC.COCCNCCOC.COCCNCCOC.CCO
* relative energy (zero: lowest compared OMol25 entry of this formula, charge and spin): 0.0 kJ/mol
* HOMO energy: -8.57 eV
* HOMO-LUMO gap: 8.8797 eV
* maximum force: 2.454 eV/A